(1)
A structure of composition C52H44BeN6O4S. Source: OMol25; level of theory: ωB97M-V with the def2-TZVPD basis set.

Geometry as XYZ:
```
108
Properties=species:S:1:pos:R:3:forces:R:3
Be 0.284852 0.080020 -0.494320 0.33 0.22 0.11
C -1.564525 8.076536 4.155685 -0.01 -0.02 -0.01
O -2.356539 7.643575 3.066840 0.04 0.02 0.00
C -1.961383 6.513901 2.416605 -0.02 0.04 0.03
C -2.741009 6.138480 1.323935 0.02 -0.01 0.00
C -2.428737 4.999258 0.610661 0.04 0.00 -0.07
C -1.334326 4.203672 0.962205 -0.13 -0.02 0.01
C -0.556541 4.604774 2.040275 -0.01 -0.01 0.03
C -0.857982 5.749676 2.772173 0.01 -0.04 -0.04
C -0.964075 2.958200 0.243739 0.01 0.02 0.04
C 0.241998 2.925939 -0.428172 0.00 -0.05 -0.12
C 0.957893 4.099864 -0.865967 -0.01 0.01 0.02
C 1.897490 3.676228 -1.738819 0.01 -0.04 -0.05
C 1.832200 2.230155 -1.745765 -0.01 -0.03 -0.02
N 0.802827 1.800902 -0.977459 -0.07 0.04 0.12
C 2.774327 1.363538 -2.318851 -0.03 -0.01 -0.02
C 2.831475 0.045229 -1.888077 0.07 -0.01 0.03
C 4.006899 -0.791456 -2.015821 -0.01 0.07 -0.05
C 3.839674 -1.827200 -1.172533 -0.04 -0.06 0.06
C 2.512038 -1.694545 -0.597583 -0.02 0.14 -0.17
C 1.837164 -2.668948 0.132638 0.07 -0.18 0.20
C 2.528251 -3.604861 1.052165 -0.06 0.09 -0.09
C 1.854169 -4.626673 1.721402 0.00 -0.08 0.02
C 2.480060 -5.462098 2.641245 -0.04 0.03 -0.06
C 3.818068 -5.266974 2.948327 0.07 -0.01 0.01
O 4.528850 -6.014683 3.835373 -0.03 -0.01 0.02
C 3.834978 -7.037806 4.522182 0.01 0.00 -0.03
C 4.500671 -4.211571 2.349059 -0.02 -0.01 -0.02
C 3.863819 -3.396851 1.439835 0.03 0.04 -0.01
C 0.441268 -2.765393 -0.127153 0.10 -0.03 -0.12
N -0.329252 -1.694107 -0.398968 -0.01 -0.16 -0.25
C -1.561877 -2.192404 -0.788176 0.12 -0.07 -0.01
C -2.692867 -1.404605 -0.863429 -0.20 0.11 -0.01
C -4.016187 -1.997771 -1.181820 0.07 -0.04 -0.03
C -4.744493 -1.518137 -2.261918 -0.06 0.03 -0.02
C -5.986008 -2.047859 -2.597335 0.06 0.00 0.04
C -6.515790 -3.079287 -1.831377 -0.07 0.00 -0.03
O -7.718113 -3.671063 -2.068956 0.01 0.00 -0.02
C -8.448227 -3.229495 -3.198148 0.01 0.01 0.02
C -5.804963 -3.563722 -0.735428 0.03 0.01 0.02
C -4.571852 -3.028546 -0.420576 -0.01 0.00 0.02
C -2.641357 -0.043427 -0.527521 0.11 0.04 0.07
C -3.762987 0.737763 -0.116004 -0.03 0.04 0.03
C -3.264931 1.914313 0.362586 -0.03 -0.05 0.07
C -1.851907 1.867193 0.160213 0.17 0.04 -0.06
N -1.478843 0.656687 -0.340783 -0.18 0.06 -0.25
C -1.503511 -3.620859 -0.859087 -0.04 -0.01 0.00
C -0.274515 -3.983284 -0.409340 0.03 0.05 0.12
N 1.919230 -0.555152 -1.070993 -0.01 -0.13 0.03
C 3.806838 1.849531 -3.271060 0.06 0.11 0.04
C 4.737378 2.840543 -2.938624 0.01 -0.07 0.07
C 5.687329 3.267874 -3.843171 -0.01 -0.02 -0.01
C 5.741728 2.706471 -5.117782 0.02 0.03 0.00
O 6.707575 3.196857 -5.942728 0.03 -0.03 -0.02
C 6.829541 2.607711 -7.222596 -0.01 0.02 0.02
C 4.843762 1.707065 -5.465796 -0.03 -0.01 0.03
C 3.890536 1.292384 -4.539605 -0.05 0.02 -0.06
H -2.022772 8.991431 4.520091 -0.01 0.00 0.00
H -0.538380 8.287313 3.843740 0.00 0.00 -0.01
H -1.552096 7.333017 4.957049 0.00 0.01 0.01
H -3.579379 6.763387 1.045129 0.00 0.00 0.01
H -3.019334 4.739919 -0.259049 -0.02 -0.04 0.02
H 0.298264 3.998543 2.318178 -0.01 0.01 0.01
H -0.228899 6.024718 3.605990 0.00 0.00 0.01
H 0.716743 5.113691 -0.588083 0.00 -0.02 -0.02
H 2.567878 4.283873 -2.322398 0.06 -0.03 0.00
H 4.858812 -0.580939 -2.641635 -0.01 0.00 0.00
H 4.514474 -2.653177 -1.025422 -0.03 -0.02 0.01
H 0.799254 -4.777323 1.556134 0.00 0.00 0.02
H 1.903997 -6.245170 3.113153 0.00 0.02 0.01
H 4.550657 -7.482758 5.207480 0.00 0.00 0.00
H 3.471688 -7.803997 3.832102 -0.01 0.00 0.00
H 2.992180 -6.633685 5.088952 0.00 0.00 0.02
H 5.529090 -4.028646 2.632028 -0.01 0.00 0.01
H 4.411481 -2.548909 1.060023 -0.02 0.03 0.00
H -4.332257 -0.712962 -2.858196 0.00 -0.02 0.00
H -6.518119 -1.650509 -3.448868 0.00 0.00 0.00
H -9.348221 -3.836280 -3.234153 0.00 -0.01 0.01
H -7.877363 -3.372193 -4.119110 -0.01 0.00 -0.01
H -8.727171 -2.176754 -3.104776 0.00 0.00 0.00
H -6.242159 -4.356275 -0.142240 0.00 0.00 -0.01
H -4.029191 -3.403580 0.439137 0.00 -0.01 -0.01
H -4.793290 0.421007 -0.153408 0.01 0.00 0.01
H -3.817823 2.732311 0.792905 0.01 0.03 -0.02
H -2.293387 -4.266330 -1.208564 0.02 0.01 -0.01
H 0.134591 -4.978580 -0.363414 -0.01 0.01 -0.02
H 4.739390 3.255082 -1.938683 -0.06 0.03 0.01
H 6.410709 4.028319 -3.579189 0.00 -0.01 0.00
H 7.671437 3.097813 -7.703237 0.00 0.01 0.00
H 5.928830 2.766936 -7.821253 0.00 0.00 0.00
H 7.029385 1.535652 -7.148894 0.01 -0.01 0.00
H 4.864241 1.250074 -6.444493 0.00 0.00 0.01
H 3.185733 0.518257 -4.819488 0.00 0.01 0.00
S 1.032792 0.363616 1.828846 0.01 0.06 0.02
C -0.240216 -0.207398 2.781997 -0.48 -0.18 -0.17
N -1.277280 -0.843571 2.226824 0.17 0.05 0.37
C -2.362055 -1.459803 2.968440 0.02 0.05 0.02
C -2.586470 -0.683011 4.253464 -0.01 -0.01 0.00
C -1.265653 -0.595647 4.999411 0.01 0.06 -0.03
N -0.262445 -0.019545 4.115905 0.17 -0.05 0.03
H -1.214616 -0.967086 1.225870 0.01 -0.09 0.11
H -2.119394 -2.503308 3.199879 -0.01 -0.02 -0.02
H -3.250874 -1.456861 2.337975 -0.01 0.05 -0.03
H -3.338537 -1.174485 4.870043 0.01 0.00 0.01
H -2.937274 0.322956 4.014037 -0.02 -0.01 0.00
H -0.958973 -1.591564 5.336734 0.01 0.00 0.01
H -1.352779 0.042239 5.878215 0.00 0.01 0.00
H 0.574674 0.384658 4.499455 -0.02 0.03 0.02
```
Positions in Å, forces in eV/Å.

Results
**Total energy**: -3050.50560 a.u.
**E_HOMO**: -6.2 eV
**Frontier orbital gap**: 5.423 eV
**LUMO level**: -0.7 eV

(2)
A structure of composition C52H44IKN8P2S4Se2. Source: OMol25; level of theory: ωB97M-V with the def2-TZVPD basis set.

Geometry as XYZ:
```
114
Properties=species:S:1:pos:R:3:forces:R:3
K -0.020269 -0.007961 -0.613049 -0.72 -0.34 0.18
S 1.900246 -2.546595 -0.479217 -0.12 -0.16 -0.01
C 1.719783 -3.718787 0.795197 -0.04 -0.11 0.03
C 2.833108 -4.509688 1.166544 -0.11 -0.02 0.05
C 2.764318 -5.479008 2.149433 -0.01 0.07 -0.09
C 1.570503 -5.719492 2.825839 -0.06 0.02 0.02
C 0.463082 -4.953777 2.499858 0.05 0.06 -0.10
C 0.520873 -3.965943 1.510318 0.00 -0.10 0.06
S -0.969445 -3.027537 1.226977 0.06 0.03 0.04
C -0.501294 -1.530327 2.162537 -0.03 -0.15 -0.05
C -1.655385 -0.572563 2.276779 0.03 -0.10 0.05
C -2.723491 -0.848329 3.121306 -0.07 0.12 0.01
C -3.712134 0.117112 3.253310 0.03 -0.06 -0.01
C -3.590354 1.306934 2.560213 0.06 0.03 0.08
C -2.491496 1.488998 1.723887 -0.10 0.05 -0.14
C -2.388350 2.741098 0.886072 0.23 -0.01 0.01
S -0.721225 3.196612 0.300477 -0.20 -0.07 0.58
C -0.270238 4.584060 1.334686 0.08 0.33 -0.28
C 0.043464 5.733512 0.594948 0.03 -0.08 0.04
C 0.501766 6.897736 1.187961 -0.01 -0.01 -0.08
C 0.640915 6.915087 2.574256 -0.01 -0.12 0.07
C 0.323679 5.797919 3.319293 -0.03 -0.03 -0.17
C -0.153586 4.581893 2.753380 0.01 0.09 -0.09
S -0.553823 3.271038 3.798501 -0.10 -0.14 -0.18
N -1.578692 0.542788 1.556144 0.13 0.06 0.36
H 3.760620 -4.330054 0.636946 0.00 -0.01 0.01
H 3.647759 -6.061345 2.389182 0.01 0.02 -0.01
H 1.507970 -6.477092 3.599633 0.00 0.03 -0.05
H -0.478494 -5.107600 3.016208 0.03 0.02 -0.02
H 0.345535 -1.062558 1.659264 0.04 -0.02 0.22
H -0.183313 -1.866861 3.148854 0.03 0.09 0.02
H -2.765903 -1.787926 3.659583 0.03 0.05 -0.01
H -4.556449 -0.052468 3.913013 0.02 0.02 -0.02
H -4.312487 2.104153 2.685849 0.01 -0.01 -0.02
H -2.795237 3.594702 1.423446 -0.04 0.00 0.05
H -2.980245 2.578690 -0.017109 -0.06 -0.02 -0.01
H -0.076837 5.691198 -0.483458 -0.02 0.00 0.05
H 0.738031 7.768487 0.585226 0.00 -0.05 0.03
H 1.002243 7.808824 3.073389 0.00 -0.01 0.02
H 0.442672 5.808413 4.395302 -0.02 0.01 0.01
Se 4.723152 -0.187709 -6.677105 0.00 -0.10 -0.02
P 3.923782 1.438741 -5.585877 0.10 0.11 0.06
C 5.280622 2.477437 -4.923448 -0.03 0.01 0.05
C 6.573953 1.972264 -4.870852 0.01 -0.04 0.02
C 7.634430 2.794627 -4.511690 0.02 0.09 0.07
C 7.409084 4.130845 -4.217152 0.01 -0.08 -0.19
C 6.115778 4.636274 -4.247381 -0.02 0.07 -0.49
C 5.054519 3.813425 -4.591306 0.07 0.07 -0.17
C 3.054712 2.639870 -6.662381 0.00 0.01 0.07
C 1.975180 3.399737 -6.219189 0.02 0.01 0.00
C 1.413417 4.362952 -7.047913 0.01 -0.03 0.02
C 1.922561 4.572726 -8.322339 0.01 -0.02 0.02
C 2.998470 3.816142 -8.766823 0.01 -0.03 0.04
C 3.561366 2.853218 -7.939443 -0.01 0.03 -0.08
C 2.727412 1.000138 -4.324999 -0.22 -0.20 -0.05
C 2.554782 0.849392 -2.934616 -0.25 0.14 -0.14
N 1.289843 0.398800 -2.763116 0.65 0.11 -0.59
N 0.734124 0.243624 -3.958031 0.41 0.10 0.05
N 1.575166 0.584757 -4.908402 -0.03 0.19 0.15
P 3.565520 1.142622 -1.467433 0.33 0.08 -0.34
Se 2.636986 1.185200 0.412675 0.08 0.17 0.18
C 4.974670 -0.015848 -1.550150 -0.03 -0.02 0.09
C 5.454793 -0.525013 -2.751472 -0.02 -0.02 0.14
C 6.535730 -1.393571 -2.766569 0.02 -0.04 0.00
C 7.143704 -1.762960 -1.575022 -0.03 0.02 0.01
C 6.658811 -1.272133 -0.369089 -0.02 0.02 -0.02
C 5.572039 -0.408288 -0.354734 0.09 0.00 -0.01
C 4.264009 2.810036 -1.709620 0.06 0.03 0.07
C 5.618666 3.082715 -1.568610 -0.06 0.00 0.23
C 6.055450 4.400845 -1.493438 -0.15 -0.06 0.40
C 5.144152 5.444056 -1.565414 -0.05 -0.07 0.26
C 3.789927 5.174656 -1.735547 0.04 0.01 0.00
C 3.351444 3.862909 -1.805407 0.01 -0.02 0.02
H 6.747480 0.938065 -5.142275 -0.02 0.03 -0.01
H 8.640496 2.391351 -4.472476 -0.05 0.00 -0.01
H 8.237542 4.777470 -3.950808 -0.01 -0.01 0.00
H 5.931700 5.673771 -3.994485 0.02 -0.12 -0.13
H 4.049150 4.213974 -4.604132 0.03 0.03 -0.06
H 1.563791 3.230987 -5.232710 -0.01 -0.04 0.01
H 0.569176 4.944108 -6.696357 0.02 -0.02 0.00
H 1.477335 5.319221 -8.970797 0.02 -0.02 0.03
H 3.398032 3.971262 -9.762451 -0.01 -0.01 0.03
H 4.389786 2.245981 -8.284934 -0.01 0.00 0.01
H 4.967956 -0.290213 -3.681127 -0.09 0.03 -0.21
H 6.879474 -1.796627 -3.713290 -0.02 0.04 0.05
H 7.978631 -2.454043 -1.582334 0.00 0.01 0.00
H 7.115462 -1.578860 0.565247 -0.04 0.02 -0.03
H 5.160253 -0.047856 0.580161 0.01 -0.01 -0.01
H 6.329371 2.267336 -1.498435 0.00 0.02 0.00
H 7.111907 4.610682 -1.371069 -0.04 -0.02 0.00
H 5.487122 6.469713 -1.485439 -0.01 -0.02 -0.01
H 3.073685 5.987410 -1.778546 0.01 -0.05 0.01
H 2.290560 3.642976 -1.878735 0.03 0.03 0.01
I -3.366390 -6.655201 -3.274451 0.08 0.14 0.03
C -2.253765 -4.968157 -2.815795 -0.09 -0.09 -0.02
C -1.091799 -4.920385 -2.073188 -0.09 0.10 0.02
N -0.739385 -3.627733 -2.028012 0.52 0.12 0.09
N -1.581515 -2.830417 -2.691618 -0.11 -0.13 0.07
C -2.519946 -3.636795 -3.176964 0.10 0.01 0.04
H -0.527569 -5.691064 -1.572781 0.01 0.07 -0.04
H 0.110556 -3.230033 -1.538496 -0.45 -0.12 -0.27
H -3.342693 -3.251439 -3.763145 0.11 -0.03 0.08
C -2.226917 0.939662 -3.025176 -0.05 -0.14 0.05
C -3.210164 0.146366 -2.238849 -0.21 -0.02 0.03
N -3.227604 0.027354 -0.935535 -0.08 0.05 -0.02
C -4.300242 -0.786653 -0.630739 0.19 -0.08 -0.01
C -4.931974 -1.174204 -1.771639 0.00 0.12 -0.01
N -4.239943 -0.551751 -2.794770 0.07 -0.08 0.13
H -1.516112 0.292423 -3.544102 0.00 0.04 -0.01
H -1.662606 1.580054 -2.342369 -0.09 0.02 -0.11
H -2.726291 1.572065 -3.763223 0.04 0.01 0.03
H -4.523675 -1.050947 0.393996 0.01 0.03 -0.13
H -5.790540 -1.800976 -1.953642 0.10 0.04 0.02
H -4.377267 -0.694294 -3.775951 -0.03 0.01 -0.14
```
Positions in Å, forces in eV/Å.

Results
**Net charge**: -2
**Total energy**: -10422.15760 a.u.
**E_HOMO**: -1.7 eV
**Frontier orbital gap**: 4.852 eV
**LUMO level**: 3.2 eV